1.
The following is a quantum chemistry calculation of one molecule with the formula C4H5NO2 in a non-equilibrium geometry, from OMol25.

The calculation puts the total energy at -360.4760 hartree. The calculation puts the energy above the lowest of the compared OMol25 structures with the same formula, charge and spin at 5.262 eV. For the maximum force, the calculation gives 4.1 eV/Å. As for the HOMO energy: -9.823 eV. Its spin multiplicity is 1. The LUMO energy is 0.71 eV. The SMILES is C[C@@]1(C#N)COO1. For the frontier orbital gap, the calculation gives 0.38722 Eh.

```
12
Properties=species:S:1:pos:R:3:forces:R:3
O -0.4808 1.3563 -0.9446 -0.2 -2.3 1.0
O -0.0399 2.0602 0.2151 0.7 1.8 1.5
N -2.3605 -1.4461 0.0384 -3.2 -2.6 0.3
C -0.3128 0.0933 -0.1125 -1.0 -0.3 -3.1
C 0.7733 -0.7910 -0.7876 1.8 1.2 3.1
C -1.5826 -0.6424 0.0046 3.5 2.1 -0.6
C 0.0913 0.8951 1.0609 0.7 1.1 -1.9
H 1.0934 0.6042 1.2023 1.6 0.3 0.9
H -0.4299 1.0082 1.9688 -1.0 -0.3 0.8
H 1.2205 -1.3966 0.0376 -0.4 0.1 -0.5
H 1.6718 -0.2916 -1.2413 -1.3 0.2 0.4
H 0.3563 -1.4497 -1.4417 -1.2 -1.7 -2.0
```
Forces are in eV/Å.

=====

2.
The following is a quantum chemistry calculation of one molecule with the formula C4H5NO2 in a non-equilibrium geometry, from OMol25.

The calculation puts the total energy at -360.5782 hartree. The calculation puts the energy above the lowest of the compared OMol25 structures with the same formula, charge and spin at 2.483 eV. For the maximum force, the calculation gives 5.7 eV/Å. As for the HOMO energy: -7.481 eV. Its spin multiplicity is 1. The LUMO energy is 0.68 eV. The SMILES is Nc1ccc(O)o1. For the frontier orbital gap, the calculation gives 0.29993 Eh.

```
12
Properties=species:S:1:pos:R:3:forces:R:3
O 2.2359 -0.7037 0.1505 2.1 2.3 0.1
O -0.0290 -0.8705 -0.1202 -0.7 -2.1 -0.5
N -2.3142 -0.5848 -0.0153 -1.9 3.9 0.7
C 1.0348 -0.1379 -0.1327 3.9 0.3 0.5
C -1.0152 0.0187 -0.0890 -5.2 -1.3 1.9
C -0.6458 1.2791 0.0813 0.1 0.9 -1.3
C 0.7772 1.1439 -0.1500 -0.2 3.6 1.4
H 2.8660 0.1493 0.3100 -2.2 -3.3 -0.6
H 1.4589 1.9189 0.1687 0.3 -0.1 -0.5
H -1.2995 2.1636 0.1988 0.7 -0.8 -0.2
H -2.3193 -1.4757 0.4093 0.1 -0.9 0.6
H -3.0680 0.1089 0.5208 2.9 -2.6 -1.9
```
Forces are in eV/Å.

=====

3.
The following is a quantum chemistry calculation of one molecule with the formula C4H5NO2 in a non-equilibrium geometry, from OMol25.

The calculation puts the total energy at -360.6303 hartree. The calculation puts the energy above the lowest of the compared OMol25 structures with the same formula, charge and spin at 1.064 eV. For the maximum force, the calculation gives 3.2 eV/Å. As for the HOMO energy: -10.069 eV. Its spin multiplicity is 1. The LUMO energy is 0.58 eV. The SMILES is [H]/N=C1\COC(=O)C1. For the frontier orbital gap, the calculation gives 0.39130 Eh.

```
12
Properties=species:S:1:pos:R:3:forces:R:3
O -0.0931 0.9696 -1.3487 -1.1 1.6 2.3
O -1.1166 2.5161 0.0316 -0.4 -0.7 -0.1
N 0.7054 -1.7450 0.8541 -0.2 -0.4 0.6
C -0.6172 1.4441 -0.0584 2.4 1.4 -1.5
C 0.0652 -0.3962 -1.1707 -1.1 -1.6 -0.2
C -0.0127 0.5721 1.0242 -0.4 -0.2 0.0
C 0.3844 -0.6736 0.2921 -0.6 0.1 -0.3
H -0.9904 -0.8040 -1.3139 1.5 -0.5 -0.4
H -0.7341 0.3907 1.8214 0.1 -0.1 0.0
H 0.8519 1.0697 1.4677 -0.1 0.3 -0.1
H 0.7184 -2.5637 0.2493 0.4 0.2 -0.3
H 0.8388 -0.7796 -1.8486 -0.5 -0.1 0.1
```
Forces are in eV/Å.

=====

4.
The following is a quantum chemistry calculation of one molecule with the formula C4H5NO2 in a non-equilibrium geometry, from OMol25.

The calculation puts the total energy at -360.5228 hartree. The calculation puts the energy above the lowest of the compared OMol25 structures with the same formula, charge and spin at 3.991 eV. For the maximum force, the calculation gives 2.9 eV/Å. As for the HOMO energy: -8.208 eV. Its spin multiplicity is 1. The LUMO energy is 0.67 eV. The SMILES is NC1=C=C(O)CO1. For the frontier orbital gap, the calculation gives 0.32637 Eh.

```
12
Properties=species:S:1:pos:R:3:forces:R:3
O -0.6243 1.1469 0.0253 -0.4 -0.9 0.5
O 2.5037 -0.3677 -0.0212 -0.3 -0.5 -0.1
N -2.2607 -0.3345 -0.5638 0.3 -0.3 0.3
C 0.1436 -1.0690 -0.3526 0.1 0.3 -0.6
C -0.9148 -0.1764 -0.3192 -0.1 0.4 0.0
C 0.6983 1.1006 0.4115 0.3 -0.9 1.2
C 1.1836 -0.1846 -0.0668 0.1 -0.2 -1.4
H 2.6392 -1.2972 -0.2506 0.2 -0.2 0.0
H -2.8709 0.0908 0.1259 0.1 0.2 -0.3
H 1.1860 2.0844 0.4065 0.0 -0.8 0.2
H -2.5149 -1.2955 -0.7456 0.2 0.0 0.0
H 0.8313 0.3023 1.3507 -0.6 2.8 0.2
```
Forces are in eV/Å.

=====

5.
The following is a quantum chemistry calculation of one molecule with the formula C4H5NO2, from OMol25.

The calculation puts the total energy at -360.5989 hartree. The calculation puts the energy above the lowest of the compared OMol25 structures with the same formula, charge and spin at 1.920 eV. For the maximum force, the calculation gives 0.6 eV/Å. As for the HOMO energy: -9.973 eV. Its spin multiplicity is 1. The LUMO energy is -0.28 eV. The SMILES is O=CC(=O)N1CC1. For the frontier orbital gap, the calculation gives 0.35634 Eh.

```
12
Properties=species:S:1:pos:R:3:forces:R:3
O 1.7085 1.4604 1.0657 0.1 -0.5 -0.4
O 1.3428 -1.5062 -0.7070 -0.1 0.4 0.3
N -0.2925 -0.3558 0.4381 0.3 -0.1 0.0
C -1.1709 0.7096 0.0097 -0.1 0.3 0.0
C -1.4810 -0.7233 -0.2827 -0.1 -0.2 -0.1
C 0.9794 -0.5587 -0.0417 -0.1 -0.3 -0.1
C 1.9992 0.4834 0.4252 0.0 0.4 0.2
H 3.0330 0.2480 0.1069 -0.1 0.0 0.0
H -2.2354 -1.2369 0.3073 0.1 0.1 -0.1
H -1.3500 -1.0890 -1.2992 0.0 0.1 0.1
H -0.8423 1.3281 -0.8240 0.0 -0.1 0.2
H -1.6909 1.2403 0.8017 0.1 -0.1 -0.1
```
Forces are in eV/Å.

=====

6.
The following is a quantum chemistry calculation of one molecule with the formula C4H5NO2, from OMol25.

The calculation puts the total energy at -360.5981 hartree. The calculation puts the energy above the lowest of the compared OMol25 structures with the same formula, charge and spin at 1.940 eV. For the maximum force, the calculation gives 0.6 eV/Å. As for the HOMO energy: -10.356 eV. Its spin multiplicity is 1. The LUMO energy is 0.66 eV. The SMILES is [H]/N=C(\C)[C@@H]1OC1=O. For the frontier orbital gap, the calculation gives 0.40498 Eh.

```
12
Properties=species:S:1:pos:R:3:forces:R:3
O -0.4906 1.4866 2.8101 0.2 -0.5 -0.4
O -0.0882 -0.7460 2.1670 -0.1 0.1 0.1
N -1.5330 -0.5152 -0.2105 0.3 0.1 -0.2
C 0.4717 0.0014 -1.5847 0.0 0.0 -0.1
C -0.1291 0.5736 2.1416 -0.1 0.3 0.3
C -0.3033 -0.2228 -0.3096 -0.2 -0.1 0.0
C 0.4693 -0.0452 0.9643 0.1 0.1 -0.1
H 1.5538 -0.1223 0.9018 -0.2 0.0 0.0
H 0.5143 1.0710 -1.8182 0.0 -0.1 0.1
H -1.9557 -0.6117 -1.1358 0.0 0.0 0.1
H -0.0108 -0.5102 -2.4220 0.0 0.1 0.1
H 1.5016 -0.3590 -1.5040 -0.1 0.0 0.0
```
Forces are in eV/Å.